Molecular formula: C30H89N13O12
Method: DFT, wB97M-V/def2-TZVPD

Positions of all 144 atoms, in Å:
C -24.41555 -28.25148 5.31538
O -23.63783 -27.13744 5.62324
C -23.67114 -26.76914 6.99215
C -22.96486 -27.77934 7.91356
C -23.63684 -27.78276 9.27906
N -21.53054 -27.53950 8.01853
H -23.93833 -29.21921 5.51015
H -24.76308 -28.20388 4.28508
H -25.32021 -28.28719 5.94425
H -23.20626 -25.79278 7.14380
H -24.73576 -26.60230 7.21398
H -23.10137 -28.78253 7.49951
H -24.65602 -28.17224 9.14881
H -23.74188 -26.74661 9.61639
H -23.27100 -28.43840 10.06660
H -21.05863 -27.73148 7.14291
H -21.32404 -26.56260 8.21453
C -21.72568 -28.42157 2.05409
O -22.81878 -27.56287 2.09565
C -22.59719 -26.26063 2.61452
C -23.87694 -25.53258 2.83815
C -24.75489 -25.34397 1.59054
N -23.57061 -24.14331 3.30171
H -20.82897 -27.85563 1.74375
H -21.88523 -29.21141 1.32128
H -21.48365 -28.87984 3.02248
H -22.10977 -26.40962 3.59309
H -21.80314 -25.74815 2.04926
H -24.49052 -25.99954 3.60515
H -24.26926 -25.11012 0.64775
H -25.54716 -24.62330 1.82055
H -25.40243 -26.23109 1.52602
H -22.56223 -23.97645 3.28838
H -23.90702 -23.46939 2.61639
C -18.58323 -28.28240 6.30878
O -18.52957 -27.16795 7.15019
C -17.25140 -26.60344 7.21694
C -17.30524 -25.33219 8.05381
C -15.91560 -24.71420 8.12580
N -17.81720 -25.59383 9.43197
H -18.56803 -28.01298 5.24411
H -19.41676 -28.91957 6.59383
H -17.68671 -28.92997 6.32388
H -16.48528 -27.29962 7.59842
H -16.84803 -26.34244 6.22087
H -18.02563 -24.69142 7.54330
H -15.88274 -23.76598 8.65510
H -15.44100 -24.67475 7.14508
H -15.33665 -25.41838 8.74016
H -18.69522 -26.06733 9.20193
H -17.22314 -26.36870 9.73492
C -19.50303 -23.51760 2.94141
O -20.73233 -23.40811 3.66461
C -20.75439 -22.31261 4.56680
C -20.27820 -22.75453 5.94871
C -21.02001 -24.02375 6.34963
N -20.51263 -21.69149 6.93521
H -19.60609 -24.39562 2.30195
H -18.66734 -23.65215 3.62961
H -19.46011 -22.63388 2.29875
H -20.13988 -21.45631 4.26071
H -21.79580 -21.98479 4.59054
H -19.21516 -23.02456 5.89533
H -22.07611 -24.00827 6.05282
H -20.97107 -24.39770 7.37648
H -20.65640 -24.87564 5.77212
H -20.14692 -21.96535 7.84174
H -19.89791 -20.94004 6.61655
C -16.38595 -23.76117 -1.56040
O -16.57570 -22.38686 -1.41842
C -17.89716 -21.98779 -1.72786
C -18.08808 -20.53614 -1.37090
C -18.21342 -20.31102 0.12716
N -19.18491 -19.96373 -2.15382
H -15.36989 -23.96875 -1.22270
H -16.47775 -24.16270 -2.58139
H -17.07277 -24.40765 -0.99112
H -18.12762 -22.10702 -2.80304
H -18.58551 -22.75125 -1.32717
H -17.18556 -20.04343 -1.74788
H -17.24185 -20.38439 0.62338
H -18.72930 -21.17968 0.55395
H -18.68860 -19.37846 0.42451
H -19.77347 -20.68180 -2.55788
H -19.80678 -19.31164 -1.69964
N -22.01348 -22.67992 9.37148
C -21.69647 -23.49074 10.42567
N -22.40701 -23.16331 11.56029
O -20.87080 -24.39340 10.44025
H -21.56705 -22.72263 8.46581
H -22.69490 -21.96457 9.53756
H -22.22186 -23.65232 12.41390
H -23.24678 -22.62228 11.47579
N -21.25926 -15.97061 7.37762
C -21.59994 -17.27771 7.12241
N -20.50487 -18.11341 6.94706
O -22.73495 -17.68421 6.96000
H -22.02016 -15.32247 7.44543
H -20.28858 -15.74646 7.46489
H -20.87897 -19.02111 6.70910
H -19.59907 -17.84968 6.60501
N -17.96071 -20.16960 10.16931
C -17.76891 -21.32884 9.46961
N -18.59277 -22.33830 9.86373
O -16.89254 -21.46769 8.61945
H -17.47414 -19.33577 9.90294
H -18.60533 -20.12669 10.94614
H -18.41279 -23.27992 9.54077
H -19.24833 -22.20409 10.61323
N -16.79065 -21.55228 5.32023
C -17.49602 -20.55558 4.72872
N -17.26482 -20.37865 3.38966
O -18.39275 -19.93491 5.32117
H -17.00508 -21.71695 6.29818
H -16.04957 -22.01417 4.81159
H -16.58268 -20.92927 2.90284
H -17.81712 -19.69806 2.90574
C -22.83025 -20.47977 -0.21242
C -22.82376 -21.42186 0.99438
O -24.03139 -22.11881 1.21804
H -23.49634 -19.63347 -0.04765
H -23.13503 -20.95388 -1.14808
H -21.80149 -20.11583 -0.26376
H -22.60597 -20.73292 1.81420
H -21.98174 -22.12256 0.95593
H -24.35208 -22.43003 0.36563
C -15.66491 -24.42968 2.54833
C -14.54793 -24.19484 3.53242
O -14.49424 -22.83950 4.00869
H -16.59777 -24.52202 3.10555
H -15.53923 -25.34647 1.97284
H -15.69433 -23.60910 1.82999
H -13.54923 -24.48216 3.17118
H -14.55552 -24.88479 4.39015
H -13.56187 -22.61266 4.02563
C -20.99814 -17.79368 10.46971
C -21.17978 -19.28777 10.51051
O -20.49602 -19.85562 11.64268
H -19.92980 -17.56301 10.48837
H -21.51559 -17.21250 11.23557
H -21.33679 -17.36291 9.52491
H -20.72779 -19.71010 9.61302
H -22.20869 -19.64411 10.59265
H -20.47618 -19.24121 12.38123

The value obtained for the HOMO energy is -8.1 eV. The calculation puts the largest force on an atom at 2.85 eV/A. Its energy relative to the best compared isomer or geometry (same formula, charge and spin) is 0.000 eV. For the LUMO energy, the calculation gives 0.300 eV. As for the total charge: 0.

Molecular formula: C38H110N6O20
Method: DFT, wB97M-V/def2-TZVPD

Positions of all 174 atoms, in Å:
C 1.13744 1.90599 4.33254
O 1.31943 2.91759 5.34261
H 1.73457 1.04831 4.64225
H 0.08083 1.63854 4.31995
H 1.60551 2.22074 3.39982
H 2.00274 3.52288 5.04545
C 0.06654 3.78288 -2.28614
O 1.45359 3.56445 -1.97171
H -0.35292 2.78380 -2.40450
H -0.60660 4.25797 -1.57251
H -0.05807 4.32813 -3.22171
H 1.85610 4.37493 -2.29222
C 2.30599 -0.36028 -4.65785
C 0.89068 -0.97412 -4.60150
C 0.77962 -1.95759 -5.73610
O 0.74606 -1.23812 -7.00306
C 0.70664 -2.06284 -8.13742
N 0.73465 -1.60772 -3.31109
H 3.05223 -1.15145 -4.73066
H 2.60374 0.19522 -3.76854
H 2.23780 0.34549 -5.48570
H 0.16550 -0.16154 -4.64534
H -0.12833 -2.55079 -5.62724
H 1.59969 -2.67535 -5.75633
H 0.56318 -1.42005 -9.00595
H -0.02864 -2.86731 -8.12051
H 1.68240 -2.52469 -8.28811
H 1.55651 -2.18043 -3.18211
H 0.84775 -0.76596 -2.76450
C 0.96913 -1.10914 0.08560
C 0.46452 0.18968 -0.39103
C 0.12848 1.23320 0.63729
O -0.80099 0.76993 1.66575
C -2.11072 0.49405 1.20600
N 1.52421 0.58253 -1.31662
H 1.69515 -0.99666 0.89080
H 1.44254 -1.70638 -0.69368
H 0.21679 -1.73726 0.56262
H -0.45653 -0.06951 -0.91312
H -0.24414 2.16327 0.20809
H 1.06924 1.35596 1.17394
H -2.71811 0.67292 2.09324
H -2.24433 -0.57093 1.01611
H -2.47435 1.06993 0.35498
H 2.43706 0.70945 -0.90346
H 1.27854 1.52356 -1.58905
C -2.33513 -0.58350 4.64831
C -1.04429 -1.32823 4.86406
C -1.15187 -2.59421 5.67947
O -1.34957 -2.34649 7.04181
C -1.55520 -3.46668 7.83512
N -0.50344 -1.61748 3.51830
H -2.90042 -0.41238 5.56441
H -2.99173 -1.11789 3.96172
H -2.14515 0.34583 4.11134
H -0.40815 -0.59392 5.35824
H -0.29731 -3.25798 5.54817
H -1.92164 -3.23420 5.24825
H -2.43533 -4.08429 7.65612
H -1.48949 -3.30816 8.91154
H -0.73261 -4.16935 7.70201
H -0.45368 -0.82680 2.89183
H -1.21178 -2.13236 3.01507
C 8.11541 4.87869 -1.53975
C 8.29258 3.44576 -1.99506
C 7.12775 2.84503 -2.93800
O 6.01445 2.67824 -2.09919
C 4.80044 2.30190 -2.73397
N 9.53242 3.40263 -2.76999
H 7.13035 5.08119 -1.11933
H 8.21520 5.61175 -2.34023
H 8.88487 5.06373 -0.79023
H 8.43220 2.83750 -1.10139
H 7.46735 1.86860 -3.28346
H 6.92829 3.52762 -3.76407
H 4.92671 1.42302 -3.36622
H 4.39169 3.06793 -3.39293
H 4.02926 2.05628 -2.00388
H 9.50012 4.10615 -3.49394
H 9.66007 2.50311 -3.21119
C -5.40579 1.87998 4.88917
C -5.03534 3.19059 4.21387
C -4.13861 2.99089 2.96952
O -3.99303 4.21883 2.26543
C -3.20053 4.11109 1.10256
N -6.28405 3.87713 4.01789
H -4.56766 1.23776 5.15974
H -6.07579 1.29611 4.25806
H -5.94097 2.02501 5.82760
H -4.41744 3.81091 4.86311
H -4.69606 2.31789 2.31805
H -3.17271 2.56653 3.24353
H -3.57915 3.38171 0.38650
H -2.21682 3.75081 1.40360
H -3.17136 5.03760 0.52912
H -6.83946 3.49728 3.26469
H -6.02804 4.83665 3.83382
C -4.55640 4.38829 -2.47319
C -3.58102 3.95726 -3.56210
C -3.67348 2.43351 -3.76065
O -3.07496 1.81760 -2.63631
C -2.97067 0.40205 -2.83692
N -3.90634 4.72057 -4.75684
H -4.26119 3.79550 -1.60743
H -5.60827 4.21307 -2.69892
H -4.45143 5.42118 -2.14120
H -2.56218 4.25414 -3.31319
H -3.17464 2.17655 -4.69512
H -4.70280 2.08852 -3.85853
H -3.91853 -0.13115 -2.91004
H -2.50094 0.03193 -1.92562
H -2.38568 0.11349 -3.71020
H -3.51892 5.64999 -4.67817
H -3.42682 4.28215 -5.53012
C 4.01278 -3.39424 3.29691
C 3.58018 -3.02695 1.88227
O 4.30487 -1.95356 1.35250
O 5.30946 -3.97641 3.28740
H 3.28102 -4.06834 3.74212
H 4.02751 -2.52725 3.95738
H 2.51620 -2.79061 1.89626
H 3.54099 -3.93467 1.28009
H 5.08819 -2.35194 0.96608
H 5.76739 -3.91008 4.12854
C -1.67653 -4.55545 2.12948
C -0.08861 -4.82351 2.07640
O 0.56824 -4.01504 3.05462
O -2.00589 -3.26250 1.70272
H -2.00090 -4.71010 3.15854
H -2.18342 -5.33214 1.55685
H 0.31976 -4.58216 1.09503
H 0.18166 -5.85851 2.28572
H 0.20935 -3.12470 3.06403
H -2.89624 -3.29199 1.34494
C -2.19995 -3.20776 -2.18316
C -3.76047 -3.40070 -2.04747
O -4.06436 -4.00804 -0.81393
O -1.81718 -2.70643 -3.47328
H -1.70824 -4.16574 -2.01408
H -1.97155 -2.55034 -1.34426
H -4.23057 -3.94981 -2.86331
H -4.26199 -2.43359 -2.08302
H -3.90716 -4.95308 -0.87546
H -0.94393 -2.31991 -3.37504
C -5.79739 -1.30664 0.75627
C -5.99977 -0.12341 1.76784
O -6.87275 -0.55335 2.80899
O -4.82468 -2.21531 1.08060
H -5.44381 -0.79073 -0.13643
H -6.73760 -1.78945 0.48981
H -6.41420 0.81142 1.39041
H -5.06287 0.18095 2.23442
H -7.38723 0.20605 3.09223
H -4.90847 -2.89393 0.40676
C 2.07467 -4.90669 -1.55279
C 3.16760 -3.97547 -2.11238
O 2.87338 -3.78168 -3.44685
O 2.34437 -6.21916 -1.92566
H 1.10110 -4.60236 -1.93702
H 1.89117 -4.76912 -0.48719
H 4.11998 -4.49915 -2.02982
H 3.20363 -3.00898 -1.60968
H 2.64611 -4.64728 -3.79424
H 1.52571 -6.70116 -2.06373
C 4.47098 1.73129 1.45629
C 3.96990 3.01912 0.77235
O 4.97810 3.69014 0.07950
O 4.16761 0.61527 0.66416
H 3.97883 1.68442 2.42773
H 5.50965 1.85866 1.76132
H 3.65503 3.75832 1.50892
H 3.10903 2.90401 0.11376
H 5.21246 3.15965 -0.68552
H 4.24244 -0.22566 1.12114

The value obtained for the HOMO energy is -9.2 eV. The calculation puts the largest force on an atom at 3.24 eV/A. For the LUMO energy, the calculation gives 0.091 eV. As for the total charge: 0.

Molecular formula: C33H21BrCaN3O4
Method: DFT, wB97M-V/def2-TZVPD

Positions of all 63 atoms, in Å:
Ca -1.47523 1.10423 0.74562
C -2.94139 1.64137 3.69032
O -2.63317 0.56944 2.81304
C -1.50427 -0.29503 3.25226
C -1.61450 -0.74100 4.66029
C -1.29844 -2.00118 5.04684
C -0.95081 -3.02986 4.13630
C -1.06668 -2.73569 2.79852
C -1.42196 -1.48366 2.31407
N -1.59394 -1.14790 0.97279
N -1.61436 -1.98871 0.04614
C -1.93443 -1.44827 -1.25197
C -2.66341 -0.26571 -1.49885
O -3.04205 0.58131 -0.58122
C -3.05210 0.00781 -2.85644
C -2.69660 -0.79384 -3.88713
C -1.92627 -1.97063 -3.66598
C -1.53075 -2.80194 -4.73931
C -0.79540 -3.93299 -4.52510
C -0.42991 -4.27195 -3.20290
C -0.79789 -3.48440 -2.14811
C -1.56166 -2.29899 -2.34209
H -3.44798 1.28118 4.58659
H -3.61235 2.30794 3.15017
H -2.03780 2.18717 3.98572
H -1.80847 0.02074 5.40450
H -1.31890 -2.22205 6.11000
H -0.67459 -4.01617 4.47899
H -0.91457 -3.50574 2.04865
H -3.62605 0.91416 -3.00661
H -2.98784 -0.54428 -4.90251
H -1.82217 -2.52008 -5.74607
H -0.49369 -4.56069 -5.35432
H 0.15704 -5.16475 -3.01954
H -0.50500 -3.75218 -1.14350
Br 3.63068 -0.22956 -4.58168
C 2.09914 0.81603 -4.16580
C 1.39064 1.42034 -5.19210
C 0.27290 2.18070 -4.87829
C -0.12260 2.33799 -3.55843
C 0.59641 1.71849 -2.54621
C 1.71074 0.94465 -2.84571
C 0.12380 1.82147 -1.12415
O 0.53864 0.94850 -0.30029
O -0.71179 2.71327 -0.81721
H 1.70329 1.28588 -6.21858
H -0.29718 2.64473 -5.67352
H -0.99120 2.92326 -3.28896
H 2.23407 0.44090 -2.04572
N 7.19813 3.54931 2.56038
C 6.14242 3.10746 2.66783
C 4.80870 2.55059 2.80290
C 4.18986 1.96276 1.70317
C 2.92152 1.42485 1.83847
C 2.26976 1.47506 3.07333
C 2.89340 2.07846 4.16454
C 4.16317 2.61347 4.03302
C 0.95194 0.90880 3.18271
C -0.21477 0.59889 3.11194
H 4.69545 1.93191 0.74781
H 2.41165 0.98670 0.98903
H 2.37860 2.12680 5.11456
H 4.65026 3.08064 4.87782

The value obtained for the HOMO energy is -3.5 eV. The calculation puts the largest force on an atom at 1.40 eV/A. Its energy relative to the best compared isomer or geometry (same formula, charge and spin) is 0.583 eV. For the LUMO energy, the calculation gives 1.871 eV. As for the total charge: -1.

Molecular formula: C5H11N
Method: DFT, wB97M-V/def2-TZVPD

Positions of all 17 atoms, in Å:
C -3.36037 1.07350 -0.03853
C 2.42429 0.06786 1.11160
C 1.80308 -0.38705 -0.05542
C 2.48506 -0.41058 -1.25487
C 0.31862 -0.49246 0.04895
N -2.63632 -0.12017 0.13111
H -4.24542 1.01553 -0.71357
H -2.75216 1.79589 -0.60243
H 3.48036 0.31997 1.11701
H 1.81086 0.49331 1.89258
H 2.01962 -0.80934 -2.14579
H 3.44601 0.07287 -1.36865
H -0.05513 0.36071 0.60028
H 0.03029 -1.38884 0.60744
H -0.24542 -0.52184 -0.87920
H -3.13971 -0.69872 0.81013
H -3.78266 1.61764 0.83662

The value obtained for the HOMO energy is -5.8 eV. The calculation puts the largest force on an atom at 1.52 eV/A. Its energy relative to the best compared isomer or geometry (same formula, charge and spin) is 7.207 eV. For the LUMO energy, the calculation gives -3.073 eV. As for the total charge: 0.